# 1
A cluster of 5 separate species, C20H55N5O5 in total. Source: OMol25; level of theory: ωB97M-V with the def2-TZVPD basis set.

```
85
Properties=species:S:1:pos:R:3:forces:R:3:mulliken_charge:R:1
C -5.435 0.065 0.085 0.10 -1.43 -0.96 -0.609
O -5.286 -1.114 -0.739 0.14 0.92 -0.10 -0.334
C -5.313 -0.824 -2.129 0.03 -0.90 0.45 -0.489
C -6.759 -0.827 -2.649 1.55 -0.15 -1.69 0.629
C -7.221 -2.239 -2.971 -1.29 -0.51 1.03 -1.421
N -6.800 -0.134 -3.927 -0.67 0.75 -1.17 -0.694
H -4.565 0.699 -0.095 0.07 0.13 0.51 0.167
H -5.511 -0.406 1.061 0.14 0.77 0.38 0.250
H -6.334 0.631 -0.165 -0.13 -0.05 0.09 0.303
H -4.749 0.060 -2.440 -0.30 0.65 0.56 0.140
H -4.706 -1.607 -2.597 -0.43 -0.31 -0.11 0.310
H -7.432 -0.376 -1.921 0.02 0.15 -0.06 0.258
H -7.097 -2.887 -2.100 0.34 -0.08 -0.11 0.321
H -6.814 -2.717 -3.862 0.56 0.31 0.09 0.376
H -8.302 -2.246 -3.135 0.00 0.21 -0.09 0.360
H -6.536 0.836 -4.039 -0.05 0.08 0.89 0.223
H -6.327 -0.597 -4.690 -0.07 -0.52 0.27 0.223
C 2.235 1.698 -3.589 -0.35 -1.14 0.39 -0.854
O 0.903 1.183 -3.689 -0.17 1.14 -1.05 -0.394
C 0.285 1.496 -4.937 -0.25 -1.56 -1.00 -0.916
C -1.217 1.272 -4.881 -1.01 -0.97 0.86 0.871
C -1.925 1.321 -6.234 0.01 1.20 0.14 -1.564
N -1.836 2.181 -3.916 0.71 1.29 -0.96 -0.739
H 2.242 2.652 -3.059 0.12 0.06 -0.15 0.265
H 2.731 1.752 -4.559 -0.06 0.12 0.00 0.448
H 2.705 0.906 -2.999 0.57 0.47 0.09 0.250
H 0.558 2.431 -5.436 -0.11 0.58 0.89 0.465
H 0.666 0.761 -5.661 -0.02 -0.17 -0.01 0.351
H -1.482 0.292 -4.460 1.05 -0.54 -0.38 0.175
H -1.899 2.365 -6.563 -0.23 -0.02 -0.12 0.388
H -2.963 1.038 -6.066 -0.07 0.05 -0.15 0.319
H -1.541 0.729 -7.063 0.33 -0.32 0.39 0.370
H -2.812 2.045 -3.724 -0.08 -0.33 0.08 0.274
H -1.265 2.215 -3.094 -0.20 0.10 0.45 0.149
C 5.450 3.280 1.981 -0.61 -0.64 -0.10 -0.617
O 5.720 2.655 3.221 0.46 0.29 0.37 -0.400
C 4.849 1.504 3.408 2.37 0.82 -0.44 -0.603
C 5.397 0.726 4.619 -1.98 0.84 0.50 0.538
C 4.922 -0.704 4.688 -0.08 -0.03 -0.77 -0.770
N 4.920 1.343 5.867 0.22 0.97 0.42 -0.786
H 6.006 4.189 1.760 0.07 0.16 0.89 0.320
H 4.370 3.458 1.985 0.01 0.39 -0.61 0.216
H 5.719 2.629 1.139 -0.26 -0.30 0.05 0.261
H 3.855 1.924 3.565 -0.37 -0.66 -0.16 0.287
H 5.039 0.979 2.466 -0.95 -0.64 0.05 0.394
H 6.486 0.755 4.598 -0.01 0.10 -0.08 0.302
H 3.837 -0.822 4.716 -0.07 0.46 0.06 -0.328
H 5.294 -1.108 5.628 0.28 -0.54 -0.37 0.387
H 5.221 -1.179 3.750 0.37 -0.63 0.47 0.386
H 4.886 2.357 5.789 0.55 -0.01 -0.03 0.290
H 3.952 1.130 6.082 0.05 -0.58 -0.28 0.221
C -2.054 -0.996 0.858 0.08 -1.07 -2.80 -0.703
O -1.072 -0.291 0.072 -0.10 0.55 1.88 -0.282
C -0.391 0.644 0.921 1.06 0.34 -1.91 -0.892
C 0.734 1.302 0.078 -0.55 0.43 0.05 0.559
C 1.518 2.359 0.912 0.14 -0.66 -1.43 -1.336
N 0.152 2.023 -1.067 -0.66 -0.05 -0.42 -0.832
H -1.639 -1.774 1.502 0.25 0.60 0.61 0.153
H -2.471 -1.586 0.034 -0.77 -0.09 0.45 0.281
H -2.841 -0.368 1.269 0.28 0.12 0.36 0.360
H -1.069 1.463 1.178 -0.13 -0.21 0.63 0.445
H 0.074 0.095 1.741 -0.26 0.33 0.43 0.362
H 1.299 0.483 -0.377 0.68 -0.01 0.71 0.327
H 0.832 3.096 1.328 -0.11 -0.37 0.52 0.387
H 2.060 2.962 0.180 0.30 -0.17 0.04 0.386
H 2.245 1.916 1.592 -0.24 0.14 0.37 0.251
H -0.781 1.652 -1.211 -0.17 0.03 0.14 0.247
H 0.593 1.769 -1.962 -0.12 0.15 0.93 0.413
C 1.038 -3.008 -0.077 -0.73 -0.86 0.30 -0.424
O 1.326 -3.558 1.204 -0.19 0.54 -0.13 -0.406
C 1.491 -2.591 2.210 0.02 -0.36 1.03 0.345
C 1.565 -3.337 3.543 0.25 -1.30 0.57 0.302
C 1.328 -2.489 4.779 0.96 0.94 -0.35 -1.431
N 2.819 -4.130 3.730 0.07 1.28 -0.85 -0.766
H 0.705 -3.878 -0.644 0.54 0.08 -0.45 0.336
H 1.895 -2.491 -0.508 0.02 -0.03 -0.12 0.249
H 0.150 -2.371 -0.069 0.26 0.42 0.26 0.033
H 2.414 -2.019 2.053 0.05 0.15 -0.01 0.224
H 0.658 -1.884 2.304 -0.16 -0.03 -0.48 -0.315
H 0.772 -4.089 3.578 -0.12 0.05 -0.48 0.304
H 1.807 -2.923 5.656 -0.71 -0.58 0.09 0.449
H 0.268 -2.262 4.866 0.06 0.01 0.45 0.389
H 1.893 -1.549 4.735 -0.33 0.23 -0.39 0.051
H 3.032 -4.549 2.824 -0.24 -0.37 0.11 0.353
H 3.531 -3.395 3.750 0.27 -0.26 0.44 0.209
```
Positions in Å, forces in eV/Å.

## Properties
Energy above the lowest of the compared OMol25 structures with the same formula, charge and spin ... 222.5 kJ/mol
Molar mass ... 445.69 g mol⁻¹
Kohn-Sham gap ... 9.5347 eV
Charge ... 0
Energy ... -39315.2942 eV

# 2
A cluster of 6 separate species, C20H56N4O8 in total. Source: OMol25; level of theory: ωB97M-V with the def2-TZVPD basis set.

```
88
Properties=species:S:1:pos:R:3:forces:R:3:mulliken_charge:R:1
C -1.887 -0.439 -15.205 0.86 0.17 -0.18 -0.704
O -2.265 -1.741 -15.577 -0.53 0.20 -0.06 -0.371
C -2.958 -2.415 -14.542 1.06 -0.51 0.26 -0.306
C -3.096 -3.913 -14.842 -1.18 0.62 0.25 0.399
C -4.114 -4.129 -15.966 0.38 -1.24 -0.12 -1.536
N -3.600 -4.562 -13.606 -0.03 0.50 -0.17 -0.670
H -0.859 -0.432 -14.816 -0.07 -0.15 0.31 0.137
H -2.532 0.013 -14.450 -0.21 -0.03 -0.10 0.356
H -1.819 0.201 -16.086 -0.41 -0.08 -0.09 0.288
H -2.392 -2.319 -13.607 0.10 0.04 0.01 0.300
H -3.946 -1.983 -14.332 -0.12 0.07 -0.34 0.282
H -2.155 -4.380 -15.126 0.23 0.25 0.07 0.287
H -4.130 -5.200 -16.197 -0.09 -0.02 0.12 0.390
H -3.855 -3.667 -16.917 0.01 0.48 0.23 0.338
H -5.130 -3.888 -15.652 0.05 0.35 -0.02 0.331
H -3.026 -4.246 -12.814 -0.07 -0.35 -0.41 0.268
H -4.490 -4.097 -13.421 -0.14 -0.38 0.00 0.335
C 0.292 -9.943 -11.328 0.20 0.45 -0.31 -0.355
O -0.761 -10.480 -10.563 0.47 0.17 -0.13 -0.385
C -1.333 -9.541 -9.694 -0.31 0.20 1.41 -0.090
C -0.621 -9.394 -8.316 -0.31 -0.15 -0.49 0.592
C -0.864 -10.609 -7.417 0.35 0.27 -1.00 -1.500
N -1.116 -8.232 -7.618 -0.02 0.36 0.81 -0.595
H 0.846 -10.738 -11.820 -0.25 -0.19 -0.05 0.321
H 1.039 -9.368 -10.769 -0.14 -0.14 0.46 -0.039
H -0.108 -9.249 -12.074 -0.05 -0.09 -0.22 0.257
H -1.410 -8.500 -10.031 0.19 -0.20 -0.85 -0.170
H -2.361 -9.871 -9.513 -0.01 -0.04 0.03 0.357
H 0.443 -9.230 -8.517 0.04 -0.20 0.12 0.090
H -0.655 -11.523 -7.974 0.04 -0.04 0.09 0.328
H -1.931 -10.598 -7.185 0.06 -0.16 0.40 0.390
H -0.223 -10.555 -6.541 -0.25 -0.07 0.21 0.354
H -2.057 -8.360 -7.275 -0.02 0.05 -0.10 0.244
H -1.005 -7.325 -8.054 0.01 -0.28 -0.35 0.262
C -2.036 1.122 -7.788 0.96 0.10 0.35 -0.761
O -1.601 -0.204 -7.522 -0.28 0.35 -0.09 -0.332
C -2.276 -1.143 -8.312 0.12 -1.05 -0.08 -0.696
C -1.760 -2.512 -7.875 0.06 -0.84 1.53 0.417
C -0.267 -2.660 -8.079 0.77 0.33 -0.80 -1.377
N -2.493 -3.670 -8.450 -0.21 1.03 -0.96 -0.627
H -1.495 1.527 -8.647 -0.47 -0.12 -0.44 0.296
H -1.694 1.756 -6.970 -0.23 -0.20 0.25 0.256
H -3.120 1.173 -7.872 -0.06 0.12 -0.20 0.317
H -3.358 -1.080 -8.142 -0.07 0.04 -0.06 0.445
H -2.078 -1.037 -9.387 0.00 0.32 -0.05 0.367
H -1.972 -2.609 -6.801 0.31 0.61 0.09 0.449
H 0.099 -3.686 -8.065 -0.25 -0.12 0.43 0.236
H 0.321 -2.051 -7.393 -0.22 -0.11 0.24 0.486
H 0.053 -2.305 -9.068 -0.34 0.06 -0.10 0.217
H -3.465 -3.380 -8.527 -0.05 -0.42 -0.11 0.193
H -2.465 -4.459 -7.814 -0.07 0.14 0.20 0.321
C 3.012 -4.235 -8.443 0.16 -0.20 0.84 -0.559
O 4.221 -4.757 -8.936 0.20 0.22 -0.63 -0.396
C 4.101 -5.728 -9.949 0.50 -0.99 0.54 -0.640
C 3.954 -7.139 -9.316 0.07 0.54 -0.09 0.820
C 5.153 -7.506 -8.465 0.47 0.10 0.35 -1.590
N 3.778 -8.171 -10.325 -0.79 -0.11 0.37 -0.644
H 3.329 -3.436 -7.770 -0.32 0.33 -0.32 0.322
H 2.478 -4.936 -7.786 -0.03 -0.23 -0.27 0.313
H 2.323 -3.905 -9.226 0.16 0.18 -0.08 0.140
H 3.310 -5.500 -10.671 -0.30 -0.01 0.21 0.271
H 5.028 -5.776 -10.532 0.14 0.42 0.12 0.332
H 3.083 -7.077 -8.656 -0.20 -0.39 -0.18 0.101
H 6.053 -7.559 -9.086 0.01 -0.02 0.00 0.362
H 5.034 -8.469 -7.967 -0.21 -0.13 -0.29 0.394
H 5.360 -6.805 -7.655 -0.14 0.28 -0.24 0.323
H 2.954 -7.966 -10.876 0.18 -0.14 -0.30 0.208
H 4.589 -8.301 -10.913 0.02 0.18 -0.08 0.253
O 2.071 -2.077 -12.597 0.12 -0.44 0.19 -0.454
C 2.571 -2.313 -13.911 -0.86 0.73 -0.17 -0.543
C 1.506 -2.936 -14.833 1.03 -0.20 0.24 0.204
O 2.102 -3.181 -16.102 -0.20 0.12 -0.05 -0.561
H 1.625 -1.229 -12.554 0.00 0.03 -0.16 0.277
H 2.820 -1.357 -14.380 0.33 -0.06 -0.02 0.266
H 3.484 -2.901 -13.835 -0.11 -0.21 0.04 0.369
H 0.707 -2.206 -14.955 -0.17 -0.24 -0.16 -0.031
H 1.122 -3.880 -14.434 -0.20 0.19 0.22 0.144
H 2.708 -3.920 -15.988 0.01 0.01 -0.12 0.341
O -0.838 -5.723 -9.499 0.40 0.39 0.26 -0.487
C -0.867 -5.833 -10.920 -0.38 0.28 0.23 -0.035
C -0.607 -4.504 -11.594 0.09 1.17 -0.09 0.046
O -1.771 -3.652 -11.548 0.29 -0.21 0.29 -0.636
H -1.340 -4.917 -9.232 0.21 -0.66 -0.49 0.158
H -0.147 -6.580 -11.255 0.12 -0.03 0.28 0.299
H -1.874 -6.188 -11.161 0.10 0.02 -0.61 0.249
H -0.263 -4.564 -12.628 -0.57 -0.39 -0.17 -0.068
H 0.185 -3.887 -11.153 0.29 -0.67 0.47 -0.029
H -1.956 -3.522 -10.604 -0.21 0.04 -0.11 0.088
```
Positions in Å, forces in eV/Å.

## Properties
Energy above the lowest of the compared OMol25 structures with the same formula, charge and spin ... 525.1 kJ/mol
Molar mass ... 480.69 g mol⁻¹
Kohn-Sham gap ... 8.7084 eV
Charge ... 0
Energy ... -43984.9455 eV

# 3
A structure of composition C20H57AlNO8. Source: OMol25; level of theory: ωB97M-V with the def2-TZVPD basis set.

```
87
Properties=species:S:1:pos:R:3:forces:R:3:mulliken_charge:R:1
C 0.166 1.000 -1.559 -0.48 0.73 0.21 -0.981
C -0.566 0.432 -2.743 0.20 1.89 0.18 0.770
O -0.835 -0.710 -2.803 -0.51 -3.14 -0.32 -0.593
N -0.971 1.305 -3.786 0.78 0.55 0.21 -0.155
C -0.118 1.199 -4.994 0.05 0.77 -0.54 -0.826
C 1.390 1.447 -4.749 -0.77 -1.02 -0.64 -1.026
C 2.244 0.165 -4.634 0.73 0.97 0.59 -0.112
C 3.410 0.354 -3.606 -0.16 -0.82 -0.68 -1.225
Al 5.308 0.048 -4.334 0.16 0.44 0.62 -0.177
H -0.201 2.008 -1.356 0.18 0.13 0.05 0.368
H 1.236 1.048 -1.750 0.12 -0.03 -0.18 0.164
H -0.015 0.407 -0.672 0.04 -0.26 0.04 0.193
H -0.834 2.258 -3.457 -0.11 -0.03 -0.05 0.286
H -0.313 0.280 -5.542 0.06 -0.34 0.27 0.113
H -0.456 1.999 -5.659 -0.27 0.00 0.03 0.520
H 1.749 1.990 -5.621 0.16 0.35 0.13 0.487
H 1.467 2.083 -3.869 0.22 0.11 0.05 0.337
H 2.695 -0.008 -5.607 -0.21 -0.18 -0.23 0.476
H 1.633 -0.708 -4.403 -0.14 0.01 0.15 0.333
H 3.374 1.360 -3.185 -0.02 0.02 0.21 0.291
H 3.270 -0.385 -2.812 0.05 0.20 0.29 0.337
H 5.385 -0.709 -5.726 0.13 -0.13 -0.11 -0.160
H 6.029 1.502 -4.505 0.02 0.24 -0.07 -0.255
H 6.134 -0.716 -3.152 0.07 -0.19 0.07 -0.254
C -4.634 1.427 -2.846 0.02 0.03 0.07 -0.638
C -5.035 2.793 -2.324 -0.08 -0.15 -0.39 -0.330
O -4.564 3.830 -3.183 0.00 0.15 0.12 -0.522
H -3.550 1.353 -2.936 -0.01 -0.03 0.01 0.034
H -4.988 0.637 -2.180 0.00 -0.02 -0.03 0.349
H -5.049 1.257 -3.842 -0.02 -0.06 0.03 0.286
H -4.604 2.972 -1.339 0.03 0.13 -0.04 0.281
H -6.125 2.870 -2.240 0.00 -0.06 0.15 0.272
H -4.950 3.682 -4.054 0.11 -0.04 0.06 0.305
C -2.965 -1.524 -7.096 -0.04 -0.05 -0.01 -0.822
C -3.777 -0.267 -7.349 0.40 0.05 0.18 -0.249
O -3.791 0.571 -6.200 -0.16 0.09 -0.08 -0.448
H -3.374 -2.077 -6.250 -0.03 0.01 -0.02 0.242
H -2.963 -2.174 -7.975 0.03 0.01 0.01 0.370
H -1.932 -1.273 -6.847 0.01 0.00 -0.07 0.132
H -4.813 -0.519 -7.577 -0.03 0.09 0.06 0.267
H -3.365 0.294 -8.196 -0.07 -0.10 -0.12 0.256
H -2.878 0.809 -5.992 -0.09 -0.05 0.18 0.233
C -2.243 -0.209 2.132 0.02 0.00 -0.08 -0.936
C -0.841 -0.291 2.709 -0.28 0.32 0.17 -0.012
O -0.172 0.965 2.596 0.13 -0.03 -0.06 -0.523
H -2.206 0.090 1.083 0.03 -0.07 -0.01 0.160
H -2.755 -1.170 2.206 -0.02 0.02 0.00 0.338
H -2.834 0.544 2.661 -0.02 -0.07 0.07 0.320
H -0.248 -1.026 2.168 0.11 0.10 0.01 0.322
H -0.871 -0.584 3.763 -0.01 -0.21 -0.06 0.043
H -0.688 1.616 3.083 0.04 -0.06 -0.06 0.296
C 1.770 -1.308 7.360 0.03 0.12 0.02 -1.016
C 0.432 -1.121 6.669 0.13 -0.45 0.17 0.044
O 0.234 -2.129 5.679 -0.12 0.12 -0.13 -0.534
H 2.581 -1.269 6.631 -0.04 0.05 -0.03 0.248
H 1.934 -0.535 8.112 0.03 -0.05 0.03 0.270
H 1.821 -2.285 7.847 -0.04 0.04 0.08 0.383
H 0.393 -0.155 6.168 -0.06 -0.08 -0.13 0.272
H -0.387 -1.166 7.395 0.03 0.19 0.06 0.038
H 0.258 -2.985 6.122 0.02 0.08 -0.06 0.299
C 3.672 2.384 7.942 -0.04 -0.01 0.05 -0.935
C 4.949 1.786 8.504 -0.13 -0.14 -0.35 -0.236
O 4.868 0.365 8.564 0.02 0.01 0.12 -0.515
H 2.816 2.097 8.555 0.03 0.04 0.05 0.206
H 3.730 3.473 7.907 -0.01 -0.01 -0.04 0.350
H 3.484 2.013 6.931 0.05 0.07 -0.03 0.303
H 5.123 2.141 9.519 0.04 -0.12 0.03 0.284
H 5.809 2.069 7.887 0.01 0.15 0.07 0.257
H 4.725 0.043 7.666 0.01 -0.01 0.09 0.282
C 2.865 -3.834 -7.594 -0.02 -0.07 0.04 -1.254
C 2.549 -2.475 -6.991 0.25 0.10 -0.41 -0.062
O 3.667 -1.603 -7.076 -0.45 -0.34 -0.22 -0.319
H 3.717 -4.284 -7.083 -0.03 0.02 0.05 0.310
H 2.009 -4.509 -7.515 0.02 -0.01 -0.03 0.358
H 3.134 -3.735 -8.649 -0.08 0.00 -0.02 0.333
H 2.300 -2.574 -5.936 0.06 0.10 0.02 0.231
H 1.693 -2.017 -7.505 -0.15 -0.12 0.10 0.252
H 3.889 -1.499 -8.009 0.07 0.04 0.11 0.203
C -4.034 -1.223 9.363 0.00 -0.06 -0.06 -0.992
C -2.632 -1.294 9.940 -0.28 0.37 0.11 -0.230
O -1.972 -0.036 9.810 0.14 -0.11 -0.04 -0.499
H -3.997 -0.939 8.311 0.04 -0.06 0.00 0.272
H -4.543 -2.185 9.449 -0.03 0.03 0.01 0.320
H -4.627 -0.467 9.882 -0.02 -0.07 0.07 0.312
H -2.036 -2.033 9.406 0.11 0.10 0.00 0.239
H -2.661 -1.573 10.998 -0.01 -0.17 -0.04 0.296
H -2.496 0.615 10.289 0.08 -0.03 -0.06 0.289
```
Positions in Å, forces in eV/Å.

## Properties
Molar mass ... 466.66 g mol⁻¹
Kohn-Sham gap ... 6.0112 eV
Charge ... -1
Energy ... -46129.2640 eV

Q: What is the Kohn-Sham gap in the first record?
A: 9.5347 eV

Q: Which formula does entry 3 have?
A: C20H57AlNO8

Q: Which of these has the lowest energy?
A: C20H57AlNO8

Q: Among the records above, which one has the highest Kohn-Sham gap?
A: C20H55N5O5